A structure of composition C28H43Cl2N2PTl in a non-equilibrium geometry. Source: OMol25; level of theory: wB97M-V/def2-TZVPD.

Summary:
DFT total energy	-71740.6404	eV
largest force on an atom	0.181	Eh/bohr
net charge	-1
Kohn-Sham gap	4.02	eV

Positions of all 77 atoms, in Å:
P  -0.99096  -0.59256  -0.15495
C  -1.10564  -1.44657  1.51852
C  -1.98050  -2.70278  1.67567
C  -2.07931  -3.10969  3.15483
C  -0.69082  -3.34487  3.76305
C  0.20590  -2.11288  3.58489
C  0.29403  -1.69953  2.10868
C  -0.06419  -1.73661  -1.31870
C  -0.39663  -3.23632  -1.32310
C  0.31749  -3.95188  -2.48097
C  1.83514  -3.73723  -2.41136
C  2.18277  -2.24309  -2.37655
C  1.46037  -1.52617  -1.22631
C  -2.74930  -0.78422  -0.77434
C  -3.70241  -0.00894  0.15582
C  -5.15764  -0.08665  -0.32666
C  -5.29252  0.42105  -1.76699
C  -4.34719  -0.34082  -2.70314
C  -2.89220  -0.26478  -2.21658
H  -1.56467  -0.65696  2.13568
H  -1.54944  -3.53144  1.10342
H  -2.98495  -2.52988  1.27477
H  -2.69729  -4.01073  3.25526
H  -2.58845  -2.31036  3.71272
H  -0.77830  -3.60234  4.82571
H  -0.22204  -4.20611  3.26490
H  -0.20698  -1.27614  4.16621
H  1.20966  -2.31150  3.98050
H  0.91851  -0.80487  1.99710
H  0.78334  -2.50390  1.54317
H  -0.36507  -1.33259  -2.29875
H  -0.06213  -3.55691  -3.43445
H  -1.47921  -3.39430  -1.39139
H  -0.06602  -3.68144  -0.37581
H  0.08265  -5.02357  -2.46416
H  2.32771  -4.22347  -3.26234
H  2.22355  -4.21848  -1.50201
H  3.26738  -2.10688  -2.28303
H  1.88437  -1.78053  -3.32870
H  1.68693  -0.45393  -1.23826
H  1.83081  -1.91764  -0.27034
H  -3.03540  -1.84618  -0.76168
H  -3.63208  -0.38994  1.18088
H  -3.38164  1.04219  0.18800
H  -5.49811  -1.13112  -0.27708
H  -5.80460  0.49088  0.34512
H  -5.04386  1.49161  -1.79627
H  -6.32970  0.32518  -2.11092
H  -4.41868  0.05480  -3.72373
H  -4.65556  -1.39544  -2.74804
H  -2.25250  -0.83834  -2.89637
H  -2.54439  0.77729  -2.25582
Tl  1.41544  3.26729  0.16151
Cl  1.05633  2.58372  -2.00073
Cl  0.68198  2.83983  2.29249
C  3.19193  3.71177  0.26773
H  3.57619  4.71185  0.04616
C  4.21415  2.70744  0.51277
C  5.54612  2.97172  0.12916
C  6.54106  2.01610  0.30443
C  6.23077  0.78029  0.87711
C  4.91948  0.50878  1.27944
C  3.92172  1.45935  1.10389
H  5.78360  3.93354  -0.31924
H  7.56072  2.23316  -0.00187
H  4.67970  -0.44481  1.74117
H  2.91182  1.26090  1.45593
H  7.00864  0.03544  1.01876
N  -0.12837  5.73659  -0.96180
C  -0.43584  7.01670  -0.68084
C  0.11519  7.34313  0.54164
C  0.75739  6.19886  0.96337
N  0.59217  5.24230  0.03112
H  -0.40146  5.21016  -1.82012
H  -1.01442  7.66925  -1.32047
H  0.06175  8.29174  1.05861
H  1.31370  6.07249  1.88370

Cartesian forces, eV/Å:
P 0.045 -0.147 0.023
C -0.025 -0.051 -0.083
C 0.064 0.082 0.105
C 0.080 -0.011 -0.074
C -0.017 0.103 -0.046
C -0.051 -0.022 -0.086
C -0.074 0.053 0.032
C -0.021 -0.013 0.050
C 0.067 0.078 -0.085
C 0.047 0.047 0.098
C -0.074 0.098 -0.008
C -0.045 -0.027 0.088
C -0.058 0.033 -0.048
C 0.059 0.013 0.037
C -0.023 -0.068 -0.119
C 0.100 0.055 -0.039
C 0.056 -0.088 0.027
C 0.064 0.056 0.087
C -0.099 -0.028 0.079
H 0.083 -0.054 -0.048
H -0.049 0.060 0.067
H 0.086 -0.038 0.053
H 0.062 0.089 0.000
H 0.067 -0.079 -0.060
H 0.005 0.023 -0.117
H -0.056 0.089 0.039
H 0.064 -0.094 -0.085
H -0.138 0.037 -0.058
H -0.077 -0.087 0.032
H -0.045 0.051 0.058
H 0.078 -0.025 0.096
H 0.047 -0.030 0.100
H 0.079 -0.008 0.005
H -0.010 0.029 -0.095
H 0.020 0.104 -0.006
H -0.057 0.042 0.094
H -0.050 0.055 -0.090
H -0.177 0.004 0.000
H 0.033 -0.045 0.117
H 0.005 -0.134 -0.013
H -0.011 0.044 -0.104
H -0.027 0.089 -0.029
H -0.011 0.063 -0.114
H -0.023 -0.110 0.004
H 0.033 0.103 -0.017
H 0.064 -0.067 -0.085
H -0.013 -0.127 0.009
H 0.109 0.016 0.037
H -0.003 -0.044 0.117
H 0.019 0.110 0.013
H -0.094 0.091 0.079
H -0.004 -0.113 -0.002
Tl -3.921 -2.403 0.061
Cl -1.512 -1.029 -2.916
Cl -1.892 -0.939 2.688
C 9.190 1.006 1.055
H -0.141 -0.234 -0.257
C -1.565 2.067 -0.567
C 1.127 -0.662 0.212
C -0.614 0.401 0.085
C 0.295 -0.477 0.118
C -0.106 0.490 -0.219
C 0.516 -0.768 0.086
H -0.060 -0.114 0.010
H -0.023 -0.029 0.000
H 0.023 0.009 -0.007
H 0.114 -0.040 -0.019
H -0.050 0.030 -0.016
N -0.747 1.097 -0.536
C -0.413 0.892 -0.213
C -0.409 0.639 -0.365
C -0.077 -0.767 -0.689
N -0.584 1.503 0.792
H 0.740 0.202 1.357
H 0.048 -0.369 -0.176
H -0.039 -0.154 -0.179
H -0.009 -0.561 -0.343

These are the Mulliken partial charges, in e, on atoms 1 to 6: P 0.33; C 0.06; C -0.19; C -1.00; C -0.64; C -0.86